Entry 1:
Molecular formula: C31H28HfN7O6S
Method: DFT, ωB97M-V/def2-TZVPD

Results
ΔE to the lowest compared entry with this formula, charge and spin	14.6	kcal/mol
E	-2479.16324	a.u.
LUMO energy	-2.528	eV

Structure (ORCA input):
```
! wB97M-V def2-TZVPD RIJCOSX def2/J DEFGRID3
* xyz 1 1
Hf 0.1152 -0.3898 -0.3735
S 1.1056 -2.7837 -1.2087
O 3.7752 0.4165 -2.0985
O -1.7047 -1.2898 -0.7409
O 1.7261 0.5803 -1.1860
O 0.1454 -3.6435 -0.5878
O -3.4088 -1.7127 -2.1424
O 0.5399 -1.7593 -2.1495
N -0.8419 0.6557 -2.2851
N -2.5279 -1.6843 2.5227
N 1.7784 -1.8451 -0.0939
N -2.1394 1.0992 0.3187
N 0.1840 3.8909 0.7941
N -0.5484 -0.9795 1.8098
N 0.3621 1.6858 0.8267
C 0.5300 -4.3061 3.1609
C 2.2424 -3.7148 -2.1117
C -1.8562 2.5225 0.2012
C -1.6485 -2.7355 2.7776
C -0.4111 -2.2868 2.3509
C 3.8117 2.4138 2.0083
C 5.0194 -6.1512 -4.2468
C -1.8619 -3.9731 3.3715
C -0.4246 2.7074 0.5895
C -0.2332 1.5305 -3.1001
C -1.8339 -0.6902 1.9727
C 3.7155 3.8160 1.9535
C 2.8596 -3.1981 -3.2498
C 3.7598 -3.9990 -3.9264
C 2.9138 0.0050 -1.3743
C -2.3671 -1.1746 -1.8714
C -2.4257 0.6562 1.6876
C 3.4175 -5.7761 -2.3439
C 1.5845 2.2422 1.2306
C 2.7484 1.6115 1.6547
C -0.7443 -4.7585 3.5487
C 2.5101 -4.9975 -1.6466
C 0.7163 -3.0780 2.5644
C -1.4308 0.6972 -4.9921
C 4.0490 -5.2914 -3.4857
C 1.4934 3.6226 1.2052
C -1.7305 -0.1913 -2.8261
C 2.5535 4.4490 1.5610
C -0.5185 1.5944 -4.4493
C -2.0544 -0.2198 -4.1636
C 3.0785 -1.2511 -0.5255
H -0.8481 -5.7319 4.0083
H 1.3871 -4.9417 3.3395
H 2.4780 5.5278 1.5366
H 2.6389 -2.1968 -3.5947
H -2.7721 -0.9461 -4.5154
H -2.8929 0.8316 -0.2988
H -3.4941 0.6525 1.9141
H 5.2434 -7.0706 -3.7090
H 5.9556 -5.6206 -4.4238
H 1.6966 -2.7491 2.2596
H 3.6476 -0.9740 0.3618
H 3.6936 -1.9657 -1.0688
H -1.9528 1.3531 2.3810
H -1.6406 0.7116 -6.0540
H -0.0046 2.3169 -5.0674
H 2.8104 0.5334 1.7244
H 2.0047 -5.3800 -0.7703
H 4.2494 -3.6166 -4.8140
H 4.7357 1.9598 2.3396
H 3.6337 -6.7805 -2.0022
H -2.0121 2.8302 -0.8339
H -0.2405 4.7958 0.6804
H 4.5715 4.4130 2.2377
H -3.5204 -1.6732 2.6886
H 0.5226 2.1626 -2.6539
H 4.6058 -6.4200 -5.2205
H -2.8454 -4.2960 3.6857
H -2.4928 3.1555 0.8296
*
```

Entry 2:
Molecular formula: C14H20I2IrN5O6
Method: DFT, ωB97M-V/def2-TZVPD

Results
ΔE to the lowest compared entry with this formula, charge and spin	20.7	kcal/mol
E	-1969.52230	a.u.
<S²>	0.7557
LUMO energy (spin up / spin down)	-9.292 / -10.519	eV

Structure (ORCA input):
```
! wB97M-V def2-TZVPD RIJCOSX def2/J DEFGRID3
* xyz 3 2
Ir 0.5655 1.1979 -0.8030
I 1.9529 2.8440 -2.3010
I 1.7031 -0.4799 -2.5923
O -1.1625 -1.9822 1.5440
O -0.2835 -0.1863 0.5067
O 3.0253 1.7574 2.2488
O -2.9847 3.3782 -0.8971
O -1.4336 1.8701 -1.4745
O 2.1991 1.0099 0.3042
N 0.0742 2.5217 0.5604
N -1.8863 -1.3668 -1.8080
N -1.9329 -7.3301 1.3597
N -1.5816 -5.1063 1.9392
N -0.1535 -6.7491 2.6881
C 0.9461 2.6594 1.5463
C -2.4119 -1.3494 -0.5562
C -1.8625 2.7600 -0.7160
C -1.0190 -1.1631 0.6950
C -1.0891 3.1795 0.4846
C -2.8075 -4.5611 1.3617
C -0.5172 4.2754 2.5161
C 0.6698 3.5573 2.5706
C -3.2823 -2.5155 -0.1395
C -2.6384 -3.9176 -0.0353
C 3.0843 1.1235 -2.8511
C -1.4237 4.0908 1.4645
C 2.1796 1.7680 1.4137
C -1.2380 -6.3947 2.0012
H -3.5600 -5.3477 1.3385
H -1.7105 -0.5108 -2.3133
H -1.5750 -3.8881 -0.2805
H -3.1850 -3.8278 2.0717
H -0.7514 4.9862 3.2975
H -0.9995 -4.4543 2.4417
H -1.9052 -2.2186 -2.3510
H -2.7865 -7.1185 0.8749
H -1.7176 -8.3058 1.4875
H 0.3474 -6.0867 3.2559
H 1.3822 3.6752 3.3771
H -2.3554 4.6381 1.4178
H -4.0890 -2.5364 -0.8772
H -2.8117 -0.3732 -0.2738
H 3.8881 1.0030 -2.1330
H 0.1160 -7.7154 2.7755
H 3.4154 1.1936 -3.8817
H -3.7508 -2.2405 0.8046
H -3.4406 3.1034 -1.7136
H -3.1052 -4.5640 -0.7782
*
```